Below is C5H10O in the gas phase, with properties calculated with ωB97M-V/def2-TZVPD.

Calculated values
**HOMO**: -9.806 eV
**Orbital gap**: 10.86 eV
**SMILES**: CCCCC=O
**E_tot**: -271.73758 Ha

The geometry in ORCA input format:
```
! RIJCOSX wB97M-V def2-TZVPD def2/J DEFGRID3
* xyz 0 1
C 0.40988 1.51827 -1.81832
C 0.19617 1.14160 -0.35395
C -0.20066 -0.32021 -0.14830
C -0.28203 -0.67526 1.34418
C -0.46142 -2.15982 1.55164
O 0.43325 -2.94643 1.35149
H 0.68698 2.57359 -1.91537
H 1.21264 0.92136 -2.26607
H -0.49703 1.35785 -2.41282
H 1.11942 1.33888 0.20821
H -0.57561 1.78974 0.08340
H -1.16245 -0.51563 -0.64181
H 0.53635 -0.98177 -0.62132
H -1.08159 -0.10988 1.83502
H 0.66994 -0.40542 1.81300
H -1.45746 -2.52603 1.87319
*
```

Partial charges, Löwdin, in e: -0.12 -0.28 -0.22 -0.18 -0.27 0.05 0.07 0.07 0.07 0.11 0.11 0.12 0.12 0.11 0.12 0.12

Below is C5H10O in the gas phase, with properties calculated with ωB97M-V/def2-TZVPD.

Calculated values
**HOMO (spin up / spin down)**: -6.729 / -6.796 eV
**Orbital gap (spin up / spin down)**: 7.85 / 7.89 eV
**E_tot**: -271.61950 Ha

The geometry in ORCA input format:
```
! RIJCOSX wB97M-V def2-TZVPD def2/J DEFGRID3
* xyz 0 1
C 1.72782 0.96806 0.44579
C 0.71026 -0.83941 -0.93917
C 1.16918 -0.46109 0.42669
C -1.68725 -0.52533 -0.91607
C -1.99351 0.12801 0.38717
O -0.50332 -0.79118 -1.39082
H 2.36772 1.13118 -0.42912
H 0.90818 1.69277 0.38805
H 2.31748 1.16909 1.34532
H 1.43163 -1.05181 -1.72013
H 1.94981 -1.17372 0.72713
H 0.36970 -0.57324 1.16267
H -2.43872 -0.61630 -1.68658
H -3.08271 0.19135 0.47013
H -1.64465 -0.40688 1.27793
H -1.60162 1.15850 0.45100
*
```

Partial charges, Löwdin, in e: -0.10 -0.16 -0.24 -0.20 -0.10 -0.03 0.07 0.07 0.07 0.11 0.11 0.09 0.10 0.07 0.06 0.08

Below is 2 unconnected molecules or ions with the total composition C5H10O, with properties calculated with ωB97M-V/def2-TZVPD.

Calculated values
**HOMO**: -9.680 eV
**Orbital gap**: 10.77 eV
**SMILES**: C=CC.CC=O
**E_tot**: -271.70502 Ha

The geometry in ORCA input format:
```
! RIJCOSX wB97M-V def2-TZVPD def2/J DEFGRID3
* xyz 0 1
C -0.89009 -1.41625 0.91064
C -1.33158 -0.16666 0.83512
C -1.67356 0.55235 -0.43026
H -0.73569 -2.00990 0.01902
H -0.72221 -1.91922 1.85540
H -1.56583 0.35754 1.75514
H -1.29407 1.57871 -0.41174
H -2.76109 0.61220 -0.54442
H -1.27194 0.03569 -1.30317
C 1.80263 0.98267 -0.32436
C 1.63614 -0.48270 -0.48711
O 1.19516 -1.04103 -1.46059
H 2.87697 1.16972 -0.23462
H 1.34136 1.28259 0.61321
H 1.34988 1.51212 -1.15448
H 2.04392 -1.04782 0.36225
*
```

Partial charges, Löwdin, in e: -0.03 -0.25 -0.11 0.06 0.06 0.09 0.07 0.08 0.07 -0.06 -0.36 0.03 0.09 0.08 0.08 0.12

Below is a molecular structure, C5H10O, with properties calculated with ωB97M-V/def2-TZVPD.

Calculated values
**HOMO**: -9.614 eV
**Orbital gap**: 10.75 eV
**E_tot**: -271.70330 Ha

The geometry in ORCA input format:
```
! RIJCOSX wB97M-V def2-TZVPD def2/J DEFGRID3
* xyz 0 1
C 2.03012 0.54831 0.17936
C 0.91556 -0.12392 -0.62504
C -0.32682 -0.42020 0.20020
C -1.60386 -0.94042 -0.47133
O -2.41834 -0.18847 0.44014
C -1.29387 0.66677 0.71283
H 2.32335 -0.06749 1.03849
H 1.70511 1.52284 0.56318
H 2.92384 0.71049 -0.43437
H 1.28865 -1.07227 -1.04001
H 0.65043 0.50360 -1.48629
H -0.06258 -1.07531 1.04248
H -1.84141 -2.00617 -0.43173
H -1.68395 -0.57203 -1.51232
H -1.20386 0.96781 1.76375
H -1.40237 1.54645 0.06067
*
```

Partial charges, Löwdin, in e: -0.11 -0.24 -0.28 -0.17 -0.12 -0.16 0.07 0.07 0.07 0.11 0.11 0.15 0.12 0.12 0.12 0.12

Below is C5H10O in the gas phase at a distorted geometry, with properties calculated with ωB97M-V/def2-TZVPD.

Calculated values
**HOMO**: -9.707 eV
**Orbital gap**: 10.72 eV
**SMILES**: CC(C)CC=O
**E_tot**: -271.71753 Ha

The geometry in ORCA input format:
```
! RIJCOSX wB97M-V def2-TZVPD def2/J DEFGRID3
* xyz 0 1
C 1.21184 -0.52841 0.89878
C -0.10407 -0.47597 0.05414
C -1.26357 -0.60539 1.03313
C -0.49224 0.63917 -1.04167
C 0.72339 1.31966 -1.59231
O 1.81359 0.80167 -1.54994
H 1.18606 -1.47720 1.46390
H 1.29919 0.25785 1.65957
H 2.13537 -0.54750 0.31717
H -0.03374 -1.37951 -0.56256
H -2.22051 -0.52083 0.51342
H -1.23673 -1.55642 1.57733
H -1.19753 0.20147 1.77413
H -0.96288 0.05900 -1.85321
H -1.27232 1.41202 -0.86234
H 0.61675 2.33889 -2.02510
*
```

Partial charges, Löwdin, in e: -0.08 -0.38 -0.11 -0.12 -0.27 0.03 0.08 0.08 0.06 0.12 0.07 0.08 0.08 0.12 0.12 0.12

Below is C5H10O in the gas phase at a distorted geometry, with properties calculated with ωB97M-V/def2-TZVPD.

Calculated values
**HOMO**: -9.287 eV
**Orbital gap**: 10.30 eV
**SMILES**: C=CCCCO
**E_tot**: -271.67995 Ha

The geometry in ORCA input format:
```
! RIJCOSX wB97M-V def2-TZVPD def2/J DEFGRID3
* xyz 0 1
C 2.00968 0.09345 1.21191
C 1.20019 1.02643 0.69187
C 0.26874 0.75067 -0.47736
C -0.19190 -0.71979 -0.58326
C -1.66164 -0.91654 -0.16182
O -2.56479 0.03438 -0.74295
H 2.49312 0.14456 2.17440
H 2.33293 -0.72142 0.56253
H 1.33067 2.03222 1.08357
H 0.73194 1.24392 -1.36873
H -0.56378 1.46613 -0.45122
H 0.03596 -1.23349 -1.51758
H 0.38763 -1.31003 0.13610
H -1.64438 -0.76164 0.92359
H -2.02179 -1.92593 -0.36215
H -2.14259 0.79708 -1.11890
*
```

Partial charges, Löwdin, in e: -0.02 -0.17 -0.20 -0.19 -0.24 -0.08 0.05 0.06 0.09 0.12 0.09 0.11 0.08 0.11 0.11 0.05

Below is C5H10O in the gas phase at a distorted geometry, with properties calculated with ωB97M-V/def2-TZVPD.

Calculated values
**HOMO**: -9.239 eV
**Orbital gap**: 10.37 eV
**SMILES**: C[C@H]1CCOC1
**E_tot**: -271.67489 Ha

The geometry in ORCA input format:
```
! RIJCOSX wB97M-V def2-TZVPD def2/J DEFGRID3
* xyz 0 1
C 1.90940 0.41841 0.18300
C 0.38981 0.42025 0.04539
C -0.38325 -0.26606 -1.11393
C -1.86865 -0.05760 -0.32557
O -1.63205 -0.27613 1.05431
C -0.24940 -0.52010 1.07376
H 2.42040 0.90051 -0.65374
H 2.17855 0.97526 1.09396
H 2.31296 -0.59432 0.30361
H 0.03349 1.45547 0.11969
H -0.49410 0.20495 -2.08701
H 0.23433 -1.17655 -1.32702
H -2.88356 -0.47091 -0.50321
H -1.95405 1.02290 -0.50060
H 0.12871 -0.55550 2.09431
H -0.14259 -1.48057 0.54305
*
```

Partial charges, Löwdin, in e: -0.07 -0.37 -0.10 -0.14 -0.14 -0.23 0.07 0.08 0.08 0.14 0.09 0.11 0.12 0.10 0.13 0.12

Below is 2 unconnected molecules or ions with the total composition C5H10O, with properties calculated with ωB97M-V/def2-TZVPD.

Calculated values
**HOMO**: -8.641 eV
**Orbital gap**: 9.47 eV
**SMILES**: C/C=C/O.C=C
**E_tot**: -271.68402 Ha

The geometry in ORCA input format:
```
! RIJCOSX wB97M-V def2-TZVPD def2/J DEFGRID3
* xyz 0 1
C -2.06083 0.06108 1.06406
C -1.22504 0.30451 -0.15974
C -1.23670 -0.48383 -1.22863
O -0.39850 -0.27720 -2.29420
H -2.82880 -0.70728 0.89142
H -1.44049 -0.27763 1.90455
H -2.57215 0.97215 1.39606
H -0.53509 1.14607 -0.15172
H -1.89779 -1.34797 -1.29517
H -0.60978 -0.90409 -2.99493
C 2.93119 0.53098 0.81469
C 2.01557 -0.18441 0.16547
H 3.43327 1.38150 0.35672
H 3.21234 0.30335 1.83936
H 1.50431 -1.02442 0.63180
H 1.70768 0.03987 -0.85171
*
```

Partial charges, Löwdin, in e: -0.11 -0.18 -0.23 -0.02 0.07 0.07 0.07 0.10 0.12 0.10 -0.08 -0.09 0.04 0.04 0.05 0.04

Below is a molecular structure, C5H10O, with properties calculated with ωB97M-V/def2-TZVPD.

Calculated values
**HOMO**: -7.948 eV
**Orbital gap**: 8.90 eV
**E_tot**: -271.59317 Ha

The geometry in ORCA input format:
```
! RIJCOSX wB97M-V def2-TZVPD def2/J DEFGRID3
* xyz 0 1
C 0.71200 -0.28535 1.67884
C 0.82939 0.09866 0.23537
O 1.69843 -1.35382 -0.53898
C -0.27335 -0.02586 -0.66035
C -1.71532 0.04151 -0.29898
C -1.10718 1.06206 -1.24425
H 0.10223 -1.18437 1.79377
H 0.18437 0.53559 2.18531
H 1.67668 -0.42543 2.17089
H 1.58650 0.85604 0.01703
H 2.41445 -1.00808 -1.09953
H 0.69347 -1.12014 -1.06936
H -2.40438 -0.69483 -0.70977
H -2.00495 0.39519 0.69229
H -0.99999 2.07699 -0.85721
H -1.39234 1.03186 -2.29505
*
```

Partial charges, Löwdin, in e: -0.06 -0.19 -0.10 -0.34 -0.14 -0.14 0.09 0.09 0.08 0.13 0.07 0.13 0.09 0.09 0.09 0.09

Below is C5H10O in the gas phase at a distorted geometry, with properties calculated with ωB97M-V/def2-TZVPD.

Calculated values
**HOMO**: -10.026 eV
**Orbital gap**: 11.11 eV
**SMILES**: OC1CCCC1
**E_tot**: -271.71734 Ha

The geometry in ORCA input format:
```
! RIJCOSX wB97M-V def2-TZVPD def2/J DEFGRID3
* xyz 0 1
O -0.07083 -0.06740 -2.31890
C -0.44529 0.38270 -1.03743
C 0.93487 0.73869 -0.23760
C 0.88239 -0.13441 1.01458
C -0.61783 -0.35356 1.22068
C -1.13235 -0.67550 -0.18010
H 0.83420 0.05933 -2.00225
H -1.04344 1.29921 -1.11888
H 1.91242 0.58385 -0.76290
H 0.92578 1.80847 -0.01899
H 1.37867 0.31940 1.87660
H 1.37134 -1.10146 0.82775
H -0.84456 -1.12756 1.95344
H -1.06957 0.58929 1.55932
H -0.79192 -1.66909 -0.50755
H -2.22391 -0.65197 -0.26778
*
```

Partial charges, Löwdin, in e: -0.04 -0.37 -0.13 -0.21 -0.21 -0.15 0.05 0.14 0.12 0.11 0.11 0.12 0.11 0.12 0.12 0.11

Below is C5H10O in the gas phase at a distorted geometry, with properties calculated with ωB97M-V/def2-TZVPD.

Calculated values
**HOMO**: -9.623 eV
**Orbital gap**: 10.57 eV
**SMILES**: CCCCC=O
**E_tot**: -271.68301 Ha

The geometry in ORCA input format:
```
! RIJCOSX wB97M-V def2-TZVPD def2/J DEFGRID3
* xyz 0 1
C -0.50821 -0.85603 -1.93383
C 0.35173 0.04948 -1.05560
C -0.40563 0.77559 0.09487
C -0.30489 -0.03736 1.45259
C 0.99467 0.36535 2.07271
O 1.25674 0.19822 3.19693
H -0.78892 -0.22378 -2.75518
H -1.47867 -0.99005 -1.46174
H -0.17236 -1.86398 -2.01883
H 1.26566 -0.55078 -0.55897
H 0.94821 0.84010 -1.50480
H -0.08201 1.86993 0.27741
H -1.49824 0.77948 -0.20122
H -1.26832 0.18898 1.95885
H -0.20986 -1.12001 1.02860
H 1.90010 0.57485 1.40821
*
```

Partial charges, Löwdin, in e: -0.10 -0.29 -0.24 -0.16 -0.34 0.08 0.07 0.06 0.06 0.13 0.09 0.13 0.11 0.12 0.15 0.14

Below is C5H10O in the gas phase, with properties calculated with ωB97M-V/def2-TZVPD.

Calculated values
**HOMO**: -10.129 eV
**Orbital gap**: 11.16 eV
**SMILES**: OC1CCCC1
**E_tot**: -271.74793 Ha

The geometry in ORCA input format:
```
! RIJCOSX wB97M-V def2-TZVPD def2/J DEFGRID3
* xyz 0 1
O -2.07323 0.10404 0.56449
C -1.03707 0.18600 -0.40713
C -0.19146 -1.10388 -0.46161
C 0.98871 -0.83265 0.47679
C 1.32008 0.62964 0.16667
C -0.06254 1.29337 0.05308
H -2.68369 -0.58870 0.28101
H -1.46922 0.41406 -1.39189
H -0.78603 -1.98425 -0.18942
H 0.17951 -1.25911 -1.48351
H 1.82876 -1.51766 0.32081
H 0.66021 -0.92840 1.51979
H 1.95489 1.10438 0.92067
H 1.85051 0.69148 -0.79294
H -0.41008 1.62960 1.03587
H -0.06938 2.16208 -0.61266
*
```

Partial charges, Löwdin, in e: -0.05 -0.38 -0.15 -0.20 -0.20 -0.14 0.09 0.14 0.11 0.11 0.11 0.12 0.11 0.11 0.12 0.11

Below is 2 unconnected molecules or ions with the total composition C5H10O, with properties calculated with ωB97M-V/def2-TZVPD.

Calculated values
**HOMO**: -9.443 eV
**Orbital gap**: 10.54 eV
**SMILES**: C[C@H]1CCC1=O.[H][H]
**E_tot**: -271.68646 Ha

The geometry in ORCA input format:
```
! RIJCOSX wB97M-V def2-TZVPD def2/J DEFGRID3
* xyz 0 1
C 0.13764 1.44711 -1.47691
C 0.59800 0.80713 -0.16824
C -0.55054 0.67874 0.86863
C -0.83555 -0.75990 0.37160
C 0.55379 -0.71895 -0.26792
O 1.34282 -1.55127 -0.62889
H 0.87629 1.30227 -2.27072
H -0.80731 1.00197 -1.81197
H -0.02882 2.51996 -1.34037
H 1.54461 1.23718 0.17553
H -0.17682 0.68223 1.89682
H -1.36346 1.40330 0.77719
H -1.06104 -1.54438 1.09431
H -1.59258 -0.78090 -0.42018
H 0.57463 -2.74881 1.93783
H 0.78832 -2.97568 1.26328
*
```

Partial charges, Löwdin, in e: -0.06 -0.28 -0.13 -0.11 -0.41 0.07 0.08 0.08 0.08 0.14 0.11 0.11 0.07 0.12 0.05 0.05

Below is C5H10O in the gas phase at a distorted geometry, with properties calculated with ωB97M-V/def2-TZVPD.

Calculated values
**HOMO**: -10.079 eV
**Orbital gap**: 11.00 eV
**SMILES**: OC1CCCC1
**E_tot**: -271.72481 Ha

The geometry in ORCA input format:
```
! RIJCOSX wB97M-V def2-TZVPD def2/J DEFGRID3
* xyz 0 1
O -1.61813 -0.17994 0.93595
C -1.03710 0.11414 -0.34280
C -0.17023 -1.08658 -0.65520
C 0.97128 -1.00148 0.35928
C 1.25869 0.67135 0.38509
C -0.03506 1.35153 -0.19956
H -2.56060 0.01585 0.92767
H -1.83752 0.16222 -1.10113
H -0.88425 -1.91734 -0.61089
H 0.23681 -1.03633 -1.67319
H 1.78767 -1.71029 0.08351
H 0.62981 -1.33760 1.35180
H 1.43923 1.01949 1.41465
H 2.15699 0.94150 -0.19815
H -0.49840 2.09648 0.47135
H 0.16083 1.89701 -1.14838
*
```

Partial charges, Löwdin, in e: -0.05 -0.38 -0.20 -0.14 -0.13 -0.13 0.09 0.14 0.12 0.12 0.10 0.09 0.09 0.09 0.10 0.10

Below is a molecular structure, C5H10O at a distorted geometry, with properties calculated with ωB97M-V/def2-TZVPD.

Calculated values
**HOMO**: -9.088 eV
**Orbital gap**: 10.08 eV
**E_tot**: -271.66560 Ha

The geometry in ORCA input format:
```
! RIJCOSX wB97M-V def2-TZVPD def2/J DEFGRID3
* xyz 0 1
C -0.81019 0.73872 1.22244
C 0.19264 0.03424 0.34018
C 1.65118 0.17899 0.60093
C -0.29043 -1.21053 -0.36358
C -0.64195 -0.33343 -1.57935
O 0.23439 0.72321 -1.33571
H -0.44693 1.73700 1.47184
H -1.01900 0.21094 2.17049
H -1.75980 0.80837 0.68618
H 1.91361 0.42960 -0.42928
H 2.17511 -0.73645 0.88472
H 1.89049 1.00812 1.26924
H -1.16331 -1.71093 0.06441
H 0.52815 -1.91721 -0.53281
H -1.66741 0.01730 -1.40793
H -0.58823 -0.83141 -2.55498
*
```

Partial charges, Löwdin, in e: -0.02 -0.36 -0.03 -0.11 -0.30 -0.16 0.09 0.10 0.08 0.09 0.09 0.09 0.11 0.11 0.10 0.11

Below is C5H10O in the gas phase, with properties calculated with ωB97M-V/def2-TZVPD.

Calculated values
**HOMO**: -9.577 eV
**Orbital gap**: 10.54 eV
**SMILES**: CCC(=O)CC
**E_tot**: -271.75259 Ha

The geometry in ORCA input format:
```
! RIJCOSX wB97M-V def2-TZVPD def2/J DEFGRID3
* xyz 0 1
C 2.56393 0.06775 0.11510
C 1.22922 0.19957 -0.60409
C 0.02703 -0.16873 0.24921
O 0.14408 -0.57061 1.38758
C -1.33474 -0.01951 -0.41326
C -2.49348 -0.09363 0.57168
H 3.38330 0.37111 -0.54435
H 2.59009 0.69522 1.01079
H 2.73976 -0.96330 0.43373
H 1.20280 -0.43228 -1.50346
H 1.07837 1.22497 -0.96879
H -1.41449 -0.81725 -1.16658
H -1.35102 0.91995 -0.98141
H -2.45081 0.73481 1.28563
H -3.45295 -0.04582 0.04730
H -2.45265 -1.02251 1.14597
*
```

Partial charges, Löwdin, in e: -0.11 -0.19 -0.42 0.09 -0.19 -0.11 0.07 0.08 0.08 0.12 0.12 0.12 0.11 0.08 0.07 0.08